Entry 1:
Entry from the OMol25 dataset: 2 unconnected molecules or ions with the total composition C9H14 in a non-equilibrium geometry (the ωB97M-V functional and the def2-TZVPD basis).

Results
HOMO-LUMO gap: 10.13 eV
ΔE to the lowest compared entry with this formula, charge and spin: 7.0 kcal per mole

Geometry as XYZ:
```
23
Properties=species:S:1:pos:R:3:forces:R:3:lowdin_charge:R:1
C 1.61702 -0.36005 1.69119 0.00 -0.40 -0.19 -0.06
C 0.57934 -0.87040 0.70670 1.16 0.79 0.07 -0.30
C 1.03701 -1.64920 -0.35690 -0.32 -1.04 -0.20 -0.06
C 0.15078 -2.14266 -1.30400 -0.28 0.65 0.21 -0.08
C -1.18467 -1.76900 -1.21621 -0.30 -0.41 0.01 -0.11
C -1.62827 -0.93885 -0.20832 0.11 -0.25 0.69 -0.09
C -0.74065 -0.47604 0.77026 -0.37 0.08 -0.57 -0.07
H 2.44832 0.10678 1.15951 -0.06 0.03 -0.03 0.08
H 2.03736 -1.21875 2.22372 -0.03 0.19 0.18 0.08
H 1.23156 0.36891 2.40217 -0.14 -0.12 0.02 0.07
H 2.05953 -2.01709 -0.40509 0.03 0.41 0.16 0.11
H 0.45343 -2.78163 -2.11695 0.27 -0.14 -0.01 0.10
H -1.92239 -2.21299 -1.87104 0.07 0.11 -0.24 0.10
H -2.68987 -0.78232 -0.10696 -0.14 0.40 -0.07 0.10
H -1.05491 0.24868 1.52004 -0.05 -0.35 0.02 0.11
C 0.58311 2.72635 -0.21717 -1.61 1.12 0.29 -0.14
C -0.76065 3.52161 -0.19433 1.20 0.04 -0.33 -0.16
H 1.13533 3.02340 -1.09782 0.31 -0.28 -0.17 0.06
H 1.10511 3.02953 0.68018 0.55 -0.30 0.12 0.06
H 0.31534 1.68092 -0.20866 0.50 -0.34 -0.04 0.03
H -1.20542 3.48905 0.79666 -0.34 -0.20 -0.11 0.06
H -1.40029 3.14381 -0.98211 -0.48 -0.06 0.13 0.06
H -0.55577 4.56824 -0.42330 -0.10 0.08 0.06 0.05
```
Positions in Å, forces in eV/Å.

Entry 2:
Entry from the OMol25 dataset: a molecular structure, C29H34Br2CeN8O (the ωB97M-V functional and the def2-TZVPD basis).

Results
HOMO-LUMO gap (spin up / spin down): 8.63 / 8.64 eV
ΔE to the lowest compared entry with this formula, charge and spin: 0.0 kcal per mole
spin multiplicity: 2
total charge: +3

Geometry as XYZ:
```
75
Properties=species:S:1:pos:R:3:forces:R:3:lowdin_charge:R:1
Ce 0.12875 0.06276 -0.17201 0.16 -0.16 -0.20 1.31
C -1.82020 2.67190 -1.32424 -0.05 0.05 0.08 -0.16
C -0.87875 2.52309 -2.49832 0.07 0.02 -0.07 -0.16
N 0.43517 1.95259 -2.08659 -0.05 -0.03 0.02 -0.12
C 1.11796 1.35849 -3.25428 0.05 0.05 -0.02 -0.13
C 0.50781 0.02663 -3.62172 0.05 -0.04 -0.16 -0.24
C 0.70136 -0.51245 -4.88164 -0.08 0.01 0.08 0.02
C 0.11495 -1.73498 -5.17827 0.01 0.03 0.04 0.01
C -0.66272 -2.36279 -4.21754 0.01 0.11 -0.04 0.02
C -0.81092 -1.75805 -2.97952 -0.01 -0.01 -0.02 -0.23
C -1.64710 -2.41816 -1.91370 -0.05 -0.13 0.05 -0.11
N -1.93381 -1.56769 -0.74231 0.06 0.11 0.05 -0.11
C -3.21190 -0.81965 -0.82089 -0.05 -0.09 0.04 -0.15
C -3.04408 0.52553 -1.48968 0.00 0.21 -0.06 -0.16
N -2.10770 1.36116 -0.70160 0.02 -0.05 0.10 -0.13
N -0.21625 -0.59631 -2.67941 0.07 0.07 0.06 0.06
H -1.37128 3.31049 -0.55848 0.02 -0.01 -0.03 0.12
H -2.74111 3.16795 -1.64625 0.02 -0.03 -0.06 0.14
H -1.30213 1.85735 -3.25028 -0.03 0.00 0.04 0.12
H -0.73542 3.48864 -2.98968 -0.02 0.00 0.03 0.15
H 1.00405 2.72997 -1.76085 -0.01 0.00 -0.05 0.11
H 1.07276 2.02565 -4.12090 0.01 -0.02 0.01 0.15
H 2.17743 1.22183 -3.02432 -0.04 -0.03 0.00 0.12
H 1.28330 0.02310 -5.61927 0.00 -0.01 -0.02 0.14
H 0.24543 -2.17955 -6.15559 -0.01 -0.01 -0.01 0.13
H -1.16115 -3.29835 -4.43172 -0.02 -0.02 0.00 0.14
H -2.57626 -2.78499 -2.36152 0.02 0.02 -0.01 0.14
H -1.10870 -3.29840 -1.55704 0.01 0.02 -0.03 0.13
H -2.01726 -2.19967 0.04537 -0.04 -0.02 -0.04 0.10
H -3.97525 -1.40532 -1.34046 0.00 0.03 -0.01 0.14
H -3.56688 -0.67754 0.20401 -0.01 0.03 -0.01 0.13
H -2.64291 0.40671 -2.49581 0.01 -0.05 0.03 0.12
H -4.01231 1.02472 -1.59475 -0.02 -0.07 0.06 0.15
H -2.55741 1.54701 0.19414 -0.02 0.00 -0.05 0.13
Br -3.75646 -0.71254 5.86849 -0.02 0.00 0.03 0.92
C -2.61830 -0.55076 4.41076 0.07 -0.01 -0.10 -0.66
C -2.29906 -1.65826 3.63091 0.03 0.05 -0.03 -0.06
C -1.47363 -1.46322 2.54354 -0.04 -0.02 0.07 -0.11
N -0.95185 -0.27847 2.19707 0.07 0.01 0.01 0.00
C -1.20822 0.77880 2.99440 -0.06 -0.02 0.03 -0.19
C -2.05330 0.67982 4.08975 0.03 -0.06 -0.05 -0.02
C -0.49078 2.04591 2.66723 0.01 0.08 0.03 -0.19
C -0.55293 3.15376 3.49911 0.05 -0.02 -0.08 -0.02
C 0.19570 4.28525 3.18827 -0.02 -0.09 -0.06 -0.66
Br 0.12980 5.78248 4.28492 0.00 0.03 0.02 0.92
C 0.99962 4.26680 2.05406 -0.01 -0.02 0.01 -0.06
C 0.99689 3.12403 1.28193 -0.04 0.06 0.08 -0.11
N 0.26887 2.03489 1.55495 -0.04 0.02 -0.04 0.00
H -2.68087 -2.64178 3.86219 -0.02 -0.01 0.03 0.12
H -1.19178 -2.31131 1.92773 0.00 0.01 0.01 0.12
H -2.27747 1.53637 4.70558 -0.01 0.00 0.02 0.11
H -1.15587 3.15333 4.39308 0.00 0.02 0.02 0.11
H 1.61283 5.11421 1.78472 0.01 0.02 0.01 0.12
H 1.62821 3.07527 0.40241 0.01 0.01 0.00 0.10
C 1.77077 -4.36612 -0.63020 0.06 0.03 0.04 0.05
C 1.81695 -3.05466 0.08033 -0.02 0.04 0.05 -0.44
O 0.93234 -2.18301 -0.12476 0.00 -0.03 0.03 -0.15
N 2.79626 -2.81016 0.93673 -0.05 -0.12 -0.06 0.14
C 2.91957 -1.53984 1.64397 -0.06 -0.08 0.14 -0.08
C 3.63024 -0.49033 0.82292 0.11 0.13 0.03 -0.24
C 5.01417 -0.41717 0.89706 -0.07 0.01 -0.02 0.02
C 5.69526 0.53621 0.15869 0.00 -0.02 0.01 0.00
C 4.95817 1.40841 -0.62400 -0.09 0.00 -0.01 -0.01
C 3.58302 1.27150 -0.63675 -0.02 0.03 -0.03 -0.13
N 2.90524 0.34266 0.05276 -0.09 -0.11 0.13 0.05
H 0.79614 -4.82434 -0.46590 0.00 -0.01 -0.02 0.10
H 2.54775 -5.05367 -0.30561 0.01 0.00 0.00 0.10
H 1.88698 -4.17884 -1.69842 -0.03 -0.02 -0.02 0.11
H 3.47903 -3.53579 1.10090 0.02 0.05 0.02 0.17
H 3.47966 -1.72931 2.55819 0.02 0.01 -0.03 0.15
H 1.92326 -1.21465 1.95835 0.06 0.03 -0.07 0.11
H 5.55135 -1.09968 1.54188 0.02 0.00 0.01 0.13
H 6.77339 0.60297 0.20552 0.02 0.01 0.00 0.13
H 5.42946 2.18351 -1.21084 0.02 0.01 0.00 0.13
H 2.99009 1.95451 -1.23290 0.02 0.00 0.01 0.09
```
Positions in Å, forces in eV/Å.

Entry 3:
Entry from the OMol25 dataset: 2 unconnected molecules or ions with the total composition C6H11N in a non-equilibrium geometry (the ωB97M-V functional and the def2-TZVPD basis).

Results
HOMO-LUMO gap: 9.96 eV
ΔE to the lowest compared entry with this formula, charge and spin: 51.1 kcal per mole

Geometry as XYZ:
```
18
Properties=species:S:1:pos:R:3:forces:R:3:lowdin_charge:R:1
C -0.48354 -0.01371 1.29560 1.56 -3.69 2.50 -0.06
C -0.40218 0.98539 0.49291 -0.92 0.85 -1.68 -0.50
C 0.81735 1.89411 0.53486 -2.76 0.12 3.77 -0.06
C -1.58639 1.15163 -0.44532 -1.26 1.28 1.11 -0.09
H -1.28121 -0.81828 1.30917 0.94 1.32 0.07 0.09
H 0.50444 -0.22023 1.81533 -1.57 -0.19 0.11 0.07
H 1.25452 2.00311 -0.37275 1.11 0.84 -2.86 0.02
H 1.56193 1.43261 1.21937 -0.51 0.52 -0.29 0.08
H 0.37220 2.85300 1.01207 1.37 -1.08 -1.01 0.12
H -1.84255 2.26104 -0.38467 0.07 -1.27 -0.92 0.09
H -2.54058 0.60290 -0.05191 1.91 0.83 -0.61 0.10
H -1.33718 0.75156 -1.43809 -0.17 0.65 0.17 0.05
C 1.28230 -2.67564 -0.36574 -2.72 -1.13 2.67 -0.06
C 0.91023 -1.56788 -1.11546 0.26 1.07 -0.01 -0.31
N 0.71300 -0.57892 -1.62620 -0.46 1.65 -1.57 0.19
H 2.19375 -2.98928 -0.72234 1.98 -1.41 -0.64 0.06
H 0.41448 -3.37621 -0.49291 1.25 -0.10 0.32 0.12
H 1.35667 -2.39932 0.72616 -0.08 -0.27 -1.13 0.11
```
Positions in Å, forces in eV/Å.

no.,E_tot (eV)
1,-9559.8789
2,-197590.2802
3,-7888.3141